i) This record from the OMol25 dataset describes H12NaO6 as an isolated structure. The level of theory is the ωB97M-V functional and the def2-TZVPD basis.

Each line ends with the Löwdin charge.
Cartesian coordinates (Å):
Na -0.0789 -0.1234 0.2593  0.344
O -1.5002 1.4120 -1.1448  -0.003
H -2.1663 1.3905 -1.8159  0.061
H -0.8879 2.0640 -1.4787  0.050
O 1.7767 -1.4835 0.7187  -0.003
H 1.5235 -2.2777 0.2790  0.045
H 2.4804 -1.1889 0.1620  0.054
O -1.3373 -1.9526 0.0829  -0.004
H -1.0201 -2.5401 0.7736  0.077
H -2.0059 -1.5032 0.5717  0.047
O 0.7432 -0.5337 -1.9914  0.017
H -0.1154 -0.6245 -2.4089  0.069
H 1.0268 0.2961 -2.2137  0.000
O -0.4163 0.2862 2.4833  -0.010
H -1.1187 0.9127 2.2848  0.071
H -0.8393 -0.5133 2.7806  0.060
O 1.3790 1.7592 0.3430  -0.012
H 1.5133 2.1389 -0.5458  0.074
H 1.0434 2.4813 0.8603  0.062

charge	+1
HOMO-LUMO gap	11.79	eV
E_HOMO	-15.449	eV
LUMO level	-3.66	eV

=====

ii) This record from the OMol25 dataset describes H12NaO6 as an isolated structure. The level of theory is the ωB97M-V functional and the def2-TZVPD basis.

Each line ends with the Löwdin charge.
Cartesian coordinates (Å):
Na 0.1726 -0.0471 -0.1265  0.126
O -0.2000 -1.1753 1.2593  -0.036
H -0.6292 -0.7820 2.0191  0.084
H -0.9103 -1.5923 0.7716  0.056
O 1.8428 1.0963 -0.6699  -0.008
H 2.3956 1.8762 -0.6197  0.096
H 2.2248 0.4903 -0.0350  0.064
O -1.4000 -0.9466 -0.6479  -0.068
H -1.4450 -1.8138 -1.0507  0.122
H -2.1959 -0.5037 -0.9422  0.123
O 0.7010 0.9823 1.6759  -0.047
H 1.6158 0.9120 1.9488  0.087
H 0.2313 0.3808 2.2536  0.053
O 0.5926 -0.4670 -1.8982  -0.028
H 1.2501 -1.1614 -1.8564  0.100
H -0.1313 -0.8514 -2.3928  0.086
O -1.0297 1.1192 0.2738  -0.031
H -1.9080 0.9201 0.5983  0.107
H -1.1773 1.5635 -0.5611  0.114

charge	+1
HOMO-LUMO gap	11.32	eV
E_HOMO	-15.071	eV
LUMO level	-3.75	eV

=====

iii) This record from the OMol25 dataset describes H12NaO6 as an isolated structure. The level of theory is the ωB97M-V functional and the def2-TZVPD basis.

Each line ends with the Löwdin charge.
Cartesian coordinates (Å):
Na 0.0634 -0.5962 0.2766  0.960
O 3.8055 1.9700 -1.4306  -0.060
H 4.0587 2.7096 -0.8783  0.031
H 4.3584 2.0504 -2.2078  0.034
O -3.3615 -0.2098 3.0484  -0.058
H -3.4966 0.2799 3.8597  0.036
H -3.6072 -1.1087 3.2669  0.031
O -1.2557 3.2264 -3.0049  -0.057
H -1.8458 2.9071 -3.6876  0.031
H -0.4419 3.4285 -3.4664  0.030
O 1.6169 2.3086 3.4125  -0.059
H 2.2008 3.0472 3.2399  0.033
H 1.0480 2.6126 4.1196  0.034
O -3.0362 -2.6867 -2.6883  -0.060
H -3.2739 -2.5684 -3.6079  0.034
H -3.8207 -3.0565 -2.2833  0.032
O 2.0249 -4.5289 0.7115  -0.060
H 2.8879 -4.4469 1.1174  0.032
H 2.0749 -5.3381 0.2027  0.036

charge	+1
HOMO-LUMO gap	9.39	eV
E_HOMO	-13.942	eV
LUMO level	-4.55	eV

=====

The energy of each structure relative to the most stable one, in eV, is as follows: i) 0.000; ii) 6.134; iii) 1.740.

=====

i) This record from the OMol25 dataset describes a 2-piece molecular cluster, C5H8O2 overall. The level of theory is the ωB97M-V functional and the def2-TZVPD basis.

Each line ends with the Löwdin spin population.
Cartesian coordinates (Å):
C 0.2548 0.3158 1.4663  0.144
C 0.1009 -0.9588 0.7856  0.442
C -0.1752 0.2789 0.0381  0.117
C -1.7015 0.3419 -0.2063  0.040
C 0.5216 0.7826 -1.2502  0.057
O 0.6134 0.9278 2.4592  0.268
O 2.1296 -1.7250 0.4153  0.885
H -0.3443 -1.8885 0.7709  0.015
H -2.0934 1.1602 -0.6918  0.007
H -2.1338 0.1032 0.7535  0.002
H -1.9540 -0.4834 -0.8126  0.001
H 0.6292 1.8929 -1.2748  0.000
H -0.1496 0.4520 -2.0800  0.006
H 1.4642 0.2560 -1.3885  0.000
H 2.8380 -1.4554 1.0151  0.017

⟨S²⟩	2.01
charge	0
HOMO-LUMO gap (alpha / beta)	9.12 / 6.21	eV
2S+1	3
E_HOMO (alpha / beta)	-8.277 / -9.206	eV
LUMO level (alpha / beta)	0.84 / -3.00	eV

=====

ii) This record from the OMol25 dataset describes a 2-piece molecular cluster, C5H8O2 overall. The level of theory is the ωB97M-V functional and the def2-TZVPD basis.

Each line ends with the Löwdin spin population.
Cartesian coordinates (Å):
C -0.1333 2.4177 -0.6260  0.001
C 0.7992 2.2275 -1.4604  0.000
C -0.9181 2.2569 0.4237  0.010
C -0.0990 -2.7373 1.6307  0.686
C -0.4118 -1.2174 -0.1825  0.618
O -0.8025 -2.1296 0.6823  0.362
O 0.8515 -0.8512 -0.3188  0.136
H 0.5509 2.2297 -2.5601  0.000
H 1.8385 2.1382 -1.2586  0.000
H -1.2087 1.2469 0.7117  0.009
H -1.2699 3.1231 0.9993  0.001
H -0.3806 -3.7245 1.8595  0.054
H 0.8894 -2.5905 1.7677  0.058
H -1.0354 -0.8082 -0.9367  0.035
H 1.3299 -1.5813 -0.7320  0.030

⟨S²⟩	2.01
charge	0
HOMO-LUMO gap (alpha / beta)	6.88 / 9.49	eV
2S+1	3
E_HOMO (alpha / beta)	-6.160 / -9.525	eV
LUMO level (alpha / beta)	0.72 / -0.03	eV

=====

The energy of each structure relative to the most stable one, in eV, is as follows: i) 0.000; ii) 0.232.

=====

i) This record from the OMol25 dataset describes a 2-piece molecular cluster, C3H10N3O overall. The level of theory is the ωB97M-V functional and the def2-TZVPD basis.

Each line ends with the Löwdin charge.
Cartesian coordinates (Å):
C -2.0177 2.1415 0.1732  -0.250
C 0.4810 -0.9917 1.2571  -0.150
C 1.1231 -1.9105 -0.9301  -0.234
N -0.7172 1.5141 0.1105  -0.167
N 1.5087 -1.1768 0.1917  -0.197
N -0.0285 1.9315 -0.9547  -0.230
O 1.1082 1.3773 -1.0895  -0.278
H -2.2164 3.1466 0.5950  0.036
H -2.2789 2.4338 -0.9007  0.047
H -2.6869 1.3225 0.5097  0.047
H 1.0712 -0.8323 2.2021  0.072
H -0.3062 -0.3035 1.2338  0.000
H 0.0983 -1.9711 1.4966  0.045
H 2.0512 -2.0868 -1.6332  0.093
H 0.8045 -2.9855 -0.7666  0.064
H 0.2656 -1.3505 -1.4324  0.082
H 1.7402 -0.2589 -0.0625  0.019

charge	-1
HOMO-LUMO gap	7.52	eV
E_HOMO	-3.221	eV
LUMO level	4.30	eV

=====

ii) This record from the OMol25 dataset describes a 2-piece molecular cluster, C3H10N3O overall. The level of theory is the ωB97M-V functional and the def2-TZVPD basis.

Each line ends with the Löwdin charge.
Cartesian coordinates (Å):
N 0.7384 2.8768 -2.0329  -0.051
C -0.1112 1.8147 -1.4233  -0.603
O 0.1514 1.5460 -0.1375  -0.336
H 1.6976 2.5986 -1.8448  0.026
H 0.6038 3.7043 -1.4592  0.024
H -1.1547 2.1671 -1.5994  0.075
H 0.0285 0.9342 -2.0946  0.070
C -0.5635 -1.3048 1.6392  -0.258
C 0.0046 -1.8373 0.5591  -0.243
N 0.2798 -3.2560 0.5063  -0.042
N -0.9509 0.0144 1.7797  0.017
H -0.8020 -1.9788 2.4595  0.091
H 0.2564 -1.2007 -0.2809  0.084
H 1.2767 -3.4303 0.5198  0.040
H -0.0813 -3.6674 -0.3432  0.038
H -0.5618 0.6493 1.0385  0.013
H -0.8118 0.3700 2.7140  0.055

charge	-1
HOMO-LUMO gap	7.27	eV
E_HOMO	-3.164	eV
LUMO level	4.10	eV

=====

The energy of each structure relative to the most stable one, in eV, is as follows: i) 2.410; ii) 0.000.

=====

i) This record from the OMol25 dataset describes an isolated ion of composition C8H19N2O and charge +1. The level of theory is the ωB97M-V functional and the def2-TZVPD basis.

Each line ends with the Löwdin charge.
Cartesian coordinates (Å):
C 0.7004 0.5735 -1.6570  0.075
C 0.3573 0.1011 -0.4362  -0.315
C 1.3554 1.8808 1.7961  -0.071
C -0.9973 -2.3487 -0.3076  -0.021
C 2.6223 -0.4347 0.1443  -0.029
C 1.1846 0.4075 1.9202  -0.237
C -1.2405 0.1425 -0.0817  -0.136
C -2.0400 -1.1734 -0.3969  -0.358
N 1.2344 -0.2122 0.5633  -0.194
N -1.9299 1.2967 -0.8416  0.181
O -2.4350 -1.0163 -1.7577  -0.065
H 1.7028 0.5716 -1.9618  0.045
H -0.0018 0.9803 -2.3658  0.065
H 2.2113 2.1676 2.5621  0.132
H 1.7255 1.9738 0.7520  0.073
H 0.4487 2.4810 1.9262  0.073
H -0.3576 -2.1620 -1.1905  0.095
H -1.4956 -3.3871 -0.3716  0.123
H -0.4782 -2.2351 0.5826  0.044
H 2.8819 0.5807 -0.1638  0.086
H 3.0880 -1.0769 0.9502  0.129
H 2.5993 -0.8821 -0.8664  0.093
H 1.9598 -0.0941 2.4926  0.115
H 0.3653 0.1063 2.5038  0.090
H -1.3996 0.2129 1.1098  0.189
H -2.9090 -1.3569 0.3199  0.164
H -2.7694 1.8736 -0.3491  0.245
H -2.3729 0.9055 -1.6832  0.134
H -1.1276 1.9195 -1.0645  0.143
H -2.8826 -1.7954 -2.1276  0.131

charge	+1
HOMO-LUMO gap	8.47	eV
E_HOMO	-11.713	eV
LUMO level	-3.25	eV

=====

ii) This record from the OMol25 dataset describes an isolated ion of composition C8H19N2O and charge +1. The level of theory is the ωB97M-V functional and the def2-TZVPD basis.

Each line ends with the Löwdin charge.
Cartesian coordinates (Å):
C -0.8716 -0.6441 -2.3713  0.078
C -0.0322 -0.6115 -1.3800  -0.330
C -2.1737 1.7536 0.8137  -0.046
C -1.8798 -0.6316 1.0386  -0.014
C 1.3180 1.0682 1.9407  -0.034
C 2.3197 0.6810 -0.2287  -0.020
C 1.0630 -2.7493 -1.4395  -0.001
C -0.1895 0.6574 -0.1713  -0.172
N -1.3614 0.6102 0.4655  -0.202
N 1.1811 0.4241 0.6527  -0.236
O 0.6922 -1.5298 -0.7283  -0.206
H -0.9443 -1.5474 -3.0226  0.090
H -1.4626 0.2954 -2.5145  0.104
H -2.7135 1.5414 1.7321  0.085
H -1.6196 2.6718 1.0185  0.090
H -2.9289 2.0108 0.0758  0.092
H -2.4070 -1.0452 0.2412  0.081
H -1.1182 -1.1960 1.3964  0.048
H -2.5747 -0.5719 1.9189  0.124
H 2.3276 0.9604 2.3990  0.112
H 0.9836 2.1534 1.9884  0.122
H 0.5299 0.4240 2.5863  0.150
H 2.3722 1.8838 -0.1564  0.163
H 3.1915 0.2096 0.1840  0.095
H 2.1452 0.2890 -1.3082  0.133
H 1.9615 -2.4669 -1.9950  0.095
H 0.2030 -3.1812 -2.0667  0.118
H 1.3912 -3.4520 -0.5747  0.130
H 0.1240 1.6499 -0.6583  0.182
H 1.0741 -0.6246 0.8164  0.169

charge	+1
HOMO-LUMO gap	9.94	eV
E_HOMO	-12.522	eV
LUMO level	-2.59	eV

=====

The energy of each structure relative to the most stable one, in eV, is as follows: i) 0.000; ii) 0.959.